Record 1
The following is a quantum chemistry calculation of a 9-piece molecular cluster, C26H61N4O8 overall, from the Open Molecules 2025 dataset.

Gap between HOMO and LUMO (eV): 7.28
Total charge: +1

Last column: Löwdin charge in e.
CARTESIAN COORDINATES (ANGSTROEM)
C: -1.612 -2.034 0.762  -0.07
C: -1.269 -0.738 1.090  -0.07
C: 0.030 -0.276 0.893  -0.06
C: 1.010 -1.113 0.377  -0.24
C: 2.449 -0.704 0.164  -0.14
C: 2.805 0.764 0.383  -0.17
C: 2.657 1.594 -0.885  -0.07
N: 1.354 1.333 -1.520  0.00
C: 0.910 0.432 -2.378  -0.04
N: -0.391 0.625 -2.616  0.12
N: -0.747 1.668 -1.895  0.11
N: 0.298 2.087 -1.260  0.11
C: 0.654 -2.422 0.051  -0.04
C: -0.642 -2.880 0.237  -0.06
H: -2.620 -2.382 0.918  0.09
H: -2.003 -0.072 1.523  0.09
H: 0.254 0.747 1.173  0.09
H: 2.758 -1.001 -0.843  0.11
H: 3.063 -1.289 0.846  0.11
H: 3.854 0.807 0.671  0.12
H: 2.270 1.219 1.213  0.09
H: 2.662 2.659 -0.659  0.12
H: 3.457 1.388 -1.590  0.15
H: 1.513 -0.350 -2.804  0.16
H: 0.271 2.879 -0.622  0.19
H: 1.405 -3.089 -0.352  0.12
H: -0.889 -3.903 -0.009  0.11
C: -4.551 -3.941 4.078  -0.09
C: -5.453 -2.927 3.401  -0.32
O: -5.149 -2.773 2.014  -0.10
H: -3.505 -3.651 3.972  0.07
H: -4.784 -4.025 5.140  0.08
H: -4.671 -4.928 3.625  0.07
H: -5.322 -1.941 3.844  0.11
H: -6.502 -3.214 3.519  0.11
H: -5.277 -3.628 1.591  0.08
C: 2.112 3.701 3.549  -0.07
C: 2.769 4.049 2.229  -0.29
O: 1.766 4.142 1.202  -0.12
H: 1.551 2.771 3.432  0.07
H: 2.831 3.577 4.360  0.08
H: 1.400 4.480 3.827  0.07
H: 3.459 3.266 1.911  0.10
H: 3.328 4.985 2.289  0.12
H: 1.153 4.839 1.461  0.09
C: -4.591 0.958 -1.130  -0.09
C: -4.533 0.130 -2.397  -0.31
O: -3.887 0.846 -3.451  -0.10
H: -5.121 1.893 -1.312  0.08
H: -5.093 0.425 -0.322  0.08
H: -3.580 1.212 -0.797  0.05
H: -5.532 -0.108 -2.755  0.12
H: -4.004 -0.812 -2.214  0.11
H: -2.999 1.057 -3.149  0.04
C: 4.848 -2.149 4.418  -0.08
C: 5.099 -1.313 3.180  -0.30
O: 4.022 -0.402 2.931  -0.10
H: 3.920 -2.714 4.316  0.08
H: 5.667 -2.848 4.589  0.08
H: 4.752 -1.508 5.296  0.07
H: 5.177 -1.950 2.298  0.11
H: 6.028 -0.745 3.279  0.10
H: 3.958 0.171 3.703  0.09
C: -2.146 2.739 2.877  -0.09
C: -1.767 3.432 4.171  -0.31
O: -1.355 4.775 3.911  -0.09
H: -1.295 2.753 2.190  0.05
H: -2.443 1.704 3.050  0.07
H: -2.976 3.255 2.388  0.08
H: -0.920 2.926 4.631  0.11
H: -2.595 3.440 4.885  0.12
H: -2.105 5.235 3.521  0.08
C: 7.696 -1.139 7.285  -0.09
C: 7.912 -0.291 6.046  -0.32
O: 6.819 0.604 5.822  -0.10
H: 6.775 -1.715 7.194  0.07
H: 8.526 -1.829 7.439  0.08
H: 7.608 -0.509 8.173  0.08
H: 7.985 -0.921 5.160  0.10
H: 8.838 0.285 6.133  0.11
H: 6.753 1.172 6.595  0.08
C: -2.521 -1.785 -5.563  -0.09
C: -2.561 -0.988 -6.852  -0.33
O: -3.730 -0.182 -6.925  -0.08
H: -3.411 -2.409 -5.479  0.08
H: -1.640 -2.428 -5.502  0.07
H: -2.513 -1.097 -4.715  0.05
H: -2.589 -1.645 -7.720  0.10
H: -1.668 -0.355 -6.936  0.11
H: -3.740 0.409 -6.164  0.07
C: -3.379 -0.116 -10.724  -0.09
C: -3.388 -1.590 -11.081  -0.33
O: -3.406 -1.814 -12.487  -0.08
H: -4.249 0.384 -11.150  0.08
H: -3.394 0.025 -9.642  0.05
H: -2.488 0.374 -11.125  0.07
H: -4.284 -2.072 -10.693  0.11
H: -2.517 -2.092 -10.641  0.10
H: -2.619 -1.411 -12.864  0.08

Record 2
The following is a quantum chemistry calculation of CH4N2 in the gas phase, from the Open Molecules 2025 dataset.

Gap between HOMO and LUMO (eV): 10.45
Total charge: 0
SMILES string: [H]/N=C\N

Last column: natural (NBO) charge in e.
CARTESIAN COORDINATES (ANGSTROEM)
H: -1.355 1.077 0.031  0.32
N: -1.293 0.024 -0.016  -0.70
C: -0.103 -0.314 0.014  0.30
N: 1.054 0.188 -0.086  -0.80
H: 0.431 -1.336 0.277  0.11
H: 1.385 1.169 0.383  0.38
H: 1.832 -0.515 -0.062  0.39

Record 3
The following is a quantum chemistry calculation of C23H30F9HgNO17S3 as an isolated structure, from the Open Molecules 2025 dataset.

Gap between HOMO and LUMO (eV): 6.11
Total charge: 0

Last column: Löwdin charge in e.
CARTESIAN COORDINATES (ANGSTROEM)
Hg: 0.008 -0.633 0.432  1.22
C: 3.090 -3.648 1.227  -0.49
F: 2.444 -4.304 2.208  0.12
F: 3.633 -2.467 1.739  0.08
F: 4.068 -4.535 0.780  0.09
S: 1.886 -3.289 -0.290  0.70
O: 2.367 -2.067 -0.984  -0.35
O: 2.032 -4.428 -1.166  -0.27
N: 0.375 -2.802 0.430  -0.36
S: -0.521 -4.153 0.422  0.62
O: 0.168 -5.383 0.719  -0.29
O: -1.747 -3.980 1.242  -0.31
C: -1.211 -4.394 -1.400  -0.58
F: -0.415 -3.718 -2.212  0.12
F: -1.195 -5.738 -1.712  0.11
F: -2.461 -3.935 -1.404  0.14
C: -4.818 -2.161 1.535  -0.63
F: -6.066 -1.812 1.431  0.15
F: -4.572 -2.294 2.829  0.14
F: -4.721 -3.339 0.869  0.10
S: -3.673 -0.843 0.549  0.57
O: -3.979 -0.931 -0.857  -0.31
O: -4.007 0.519 1.139  -0.38
O: -2.238 -1.119 0.768  -0.43
O: 2.074 -0.111 1.558  -0.01
C: 2.851 0.629 2.213  -0.30
O: 3.534 1.660 1.611  0.04
C: 4.520 2.147 2.408  -0.20
C: 4.283 1.610 3.872  -0.13
C: 3.278 0.415 3.746  -0.02
H: 4.745 3.212 2.356  0.13
H: 5.485 1.724 2.131  0.12
H: 3.819 2.385 4.483  0.10
H: 5.151 1.275 4.439  0.11
H: 2.380 0.529 4.353  0.10
H: 3.827 -0.493 3.993  0.12
O: 1.330 0.826 -1.052  0.01
C: 2.087 1.468 -1.858  -0.25
O: 1.929 2.892 -2.223  -0.04
C: 2.607 3.156 -3.476  -0.14
C: 3.016 1.719 -3.904  -0.16
C: 3.251 0.900 -2.639  -0.07
H: 3.479 3.807 -3.416  0.12
H: 1.843 3.594 -4.118  0.12
H: 3.943 1.554 -4.454  0.12
H: 2.206 1.273 -4.481  0.10
H: 4.257 1.062 -2.254  0.13
H: 3.221 -0.157 -2.906  0.13
O: -0.492 0.168 2.689  0.04
C: -0.905 0.492 3.800  -0.43
O: -0.278 0.158 4.875  0.06
C: -1.042 0.440 6.015  -0.15
C: -2.558 0.630 5.526  -0.13
C: -2.279 1.121 4.141  -0.05
H: -0.675 1.297 6.579  0.12
H: -0.879 -0.314 6.785  0.12
H: -2.810 1.406 6.249  0.10
H: -3.176 -0.240 5.751  0.12
H: -2.200 2.178 4.394  0.13
H: -3.083 0.903 3.437  0.11
O: -1.072 1.339 0.301  0.04
C: -1.612 2.117 -0.409  -0.39
O: -2.174 1.626 -1.597  0.01
C: -2.454 2.650 -2.467  -0.18
C: -1.550 3.814 -1.996  -0.13
C: -1.343 3.582 -0.513  -0.05
H: -3.501 2.938 -2.371  0.13
H: -2.393 2.348 -3.512  0.12
H: -1.874 4.824 -2.249  0.12
H: -0.564 3.753 -2.457  0.10
H: -2.063 4.094 0.124  0.13
H: -0.375 3.920 -0.144  0.13
O: -0.818 -0.988 -1.684  0.00
C: -0.973 -0.953 -2.900  -0.45
O: 0.027 -0.618 -3.707  0.05
C: -0.389 -0.753 -5.114  -0.13
C: -1.859 -0.851 -5.115  -0.16
C: -2.276 -1.140 -3.641  -0.02
H: 0.138 -1.631 -5.488  0.13
H: -0.076 0.135 -5.664  0.12
H: -2.098 -1.556 -5.911  0.12
H: -2.363 0.067 -5.416  0.11
H: -2.520 -2.202 -3.607  0.13
H: -3.006 -0.375 -3.380  0.12